Computed, not measured: a structure of composition C9H27F3InN8O6, with the ωB97M-V functional and the def2-TZVPD basis.

Computed properties:
calculated total energy	-1738.549439	a.u.
strongest force on any atom	0.70	eV Å⁻¹
total charge	-1

Geometry as XYZ:
```
54
Properties=species:S:1:pos:R:3:mulliken_charge:R:1
C -2.9828 0.1698 0.8757 -1.025
C -2.0826 1.3049 1.3958 -0.678
C -0.5949 1.0087 1.2615 0.209
C -0.0082 0.1621 2.3898 -0.536
O -0.2995 -1.2128 2.2536 -0.779
In 0.9529 -2.2896 1.0259 1.134
O -0.2262 -3.7095 0.0940 -0.837
C 1.8628 -1.0523 -0.6522 0.271
F 3.1162 -1.5550 -1.0059 -0.308
F 2.0889 0.2859 -0.4834 -0.232
F 1.1514 -1.1295 -1.8420 -0.301
H -3.8359 0.5721 0.3431 0.384
H -2.4264 -0.4410 0.1735 0.175
H -3.3066 -0.4773 1.6848 0.282
H -2.2873 2.1897 0.7940 0.256
H -2.3230 1.5600 2.4253 0.433
H -0.0219 1.9307 1.1952 0.060
H -0.4245 0.4507 0.3405 -0.053
H 1.0602 0.3701 2.4810 0.322
H -0.4648 0.4909 3.3308 0.304
H 2.2589 -3.1165 1.8715 -0.391
H -0.8285 -3.2467 -0.4845 0.233
C 3.3918 -2.7288 -5.1638 0.593
O 2.8407 -2.3442 -6.1851 -0.665
N 4.3528 -3.7136 -5.1952 -0.376
N 3.1183 -2.2337 -3.9304 -0.198
H 4.8159 -4.0559 -4.3762 0.171
H 4.5776 -4.1053 -6.0881 0.202
H 2.4069 -1.5320 -3.8422 0.117
H 3.5642 -2.5542 -3.0914 0.152
C 0.6902 4.8103 -0.2606 0.657
O -0.0002 4.4072 0.6514 -0.594
N 1.6098 5.8200 -0.1011 -0.426
N 0.6188 4.2774 -1.5201 -0.373
H 2.2005 6.1532 -0.8371 0.144
H 1.6983 6.2120 0.8160 0.214
H -0.0177 3.5136 -1.6533 0.235
H 1.1938 4.5747 -2.2834 0.156
C -4.9501 -1.0140 -2.6427 0.638
O -4.4751 -0.0505 -2.0788 -0.588
N -5.9071 -1.8057 -2.0593 -0.382
N -4.5572 -1.4015 -3.8985 -0.407
H -6.2970 -2.6178 -2.4954 0.157
H -6.1904 -1.5632 -1.1294 0.219
H -3.8374 -0.8598 -4.3370 0.218
H -4.9190 -2.2069 -4.3698 0.151
C 1.8666 0.6491 5.4323 0.690
O 2.1664 1.3743 4.5063 -0.588
N 1.6412 -0.6879 5.2654 -0.296
N 1.7010 1.1209 6.7164 -0.423
H 1.3622 -1.2992 6.0069 0.149
H 1.6810 -1.0476 4.3264 0.169
H 1.8404 2.1014 6.8617 0.218
H 1.4345 0.5422 7.4882 0.143
```

=====

Computed, not measured: a cluster of 4 separate species, C9H27I2O3PSi in total, with the ωB97M-V functional and the def2-TZVPD basis.

Computed properties:
SMILES string	C/C(I)=C(\I)[PH3][Si](C)(C)C.CO.CO.CO
calculated total energy	-1810.894859	a.u.
strongest force on any atom	1.66	eV Å⁻¹

Geometry as XYZ:
```
43
Properties=species:S:1:pos:R:3:mulliken_charge:R:1
C 3.2058 -0.8148 -0.3457 -1.122
C 1.7273 -0.5077 -0.4435 0.122
I 1.3097 1.5941 -0.6760 0.194
C 0.7430 -1.3708 -0.3838 -0.244
I 1.1374 -3.4696 -0.1752 -0.004
P -1.1206 -0.7712 -0.4595 0.304
Si -3.2308 0.0180 -0.3411 0.358
C -4.4933 -1.0144 -1.2991 -1.016
C -3.3984 1.8157 -1.0041 -1.020
C -3.6690 0.1413 1.5183 -1.085
H 3.4354 -1.8831 -0.3132 0.391
H 3.7676 -0.3941 -1.1906 0.297
H 3.5632 -0.3849 0.6039 0.256
H -1.5081 -2.1461 -0.3042 -0.162
H -0.9196 -0.2877 -1.7880 0.101
H -0.7957 0.0526 0.6846 0.018
H -4.6573 -2.0054 -0.8523 0.294
H -5.4639 -0.4940 -1.2018 0.357
H -4.2929 -1.1052 -2.3741 0.271
H -2.4416 2.3466 -0.9573 0.273
H -3.8102 1.7332 -2.0181 0.312
H -4.1664 2.2865 -0.3751 0.298
H -2.8636 0.7527 1.9582 0.300
H -4.6539 0.5897 1.6733 0.351
H -3.5602 -0.8596 1.9608 0.323
C 4.9853 3.5201 0.6993 -0.384
O 4.5155 3.2018 -0.6101 -0.508
H 5.9592 3.9978 0.6090 0.243
H 4.2910 4.2086 1.1881 0.243
H 5.0833 2.6153 1.2943 0.136
H 3.6527 2.7805 -0.5091 0.089
C 6.6513 2.0626 3.9557 -0.560
O 5.3360 2.4504 3.5700 -0.474
H 7.3438 2.8360 3.6323 0.218
H 6.7123 1.9577 5.0417 0.273
H 6.9223 1.1165 3.4799 0.266
H 4.7353 1.7568 3.8628 0.276
C -5.3703 -4.3937 -3.0804 -0.602
O -4.1818 -4.3014 -2.3025 -0.461
H -6.2237 -4.3047 -2.4123 0.230
H -5.4053 -3.5860 -3.8164 0.267
H -5.4143 -5.3585 -3.5920 0.301
H -3.4366 -4.3816 -2.9070 0.281
```

=====

Computed, not measured: a cluster of 2 separate species, C9H28N2O3PSSi2 in total, with the ωB97M-V functional and the def2-TZVPD basis.

Computed properties:
calculated total energy	-2013.577294	a.u.
strongest force on any atom	0.41	eV Å⁻¹
total charge	-1

Geometry as XYZ:
```
46
Properties=species:S:1:pos:R:3:mulliken_charge:R:1
C 2.7279 -1.9517 -3.1692 -1.275
C 3.1218 -1.5197 -1.7509 0.326
C 4.2323 -0.4890 -1.7894 -0.802
O 4.2421 0.1837 -0.5013 -0.148
S 5.0812 1.5386 -0.4619 0.583
O 6.4780 1.2226 -0.2847 -0.555
O 4.4908 1.8509 1.0466 -0.177
P 4.4332 3.3654 1.6494 0.377
N 3.0976 3.9919 2.0524 -0.681
H 1.8988 -1.3486 -3.5401 0.316
H 3.5589 -1.8370 -3.8720 0.346
H 2.4179 -2.9960 -3.1988 0.361
H 2.2767 -1.0484 -1.2517 -0.187
H 3.4381 -2.3752 -1.1533 0.312
H 5.2144 -0.9410 -1.9455 0.325
H 4.0422 0.2512 -2.5739 0.451
H 5.3893 3.2584 2.6709 0.068
H 5.1704 4.0692 0.6717 0.029
H 2.2371 3.4785 1.9261 0.323
C -5.7145 0.0449 -0.7155 -1.043
Si -4.2467 -0.4816 0.3676 0.121
C -4.2707 -2.3887 0.3162 -1.063
C -4.7817 -0.0532 2.1472 -1.059
N -2.8426 0.2274 -0.1473 -0.050
Si -1.2837 0.1380 0.3980 0.002
C -0.5032 -1.6007 0.3307 -1.031
C -0.9942 0.7481 2.1784 -1.041
C -0.1256 1.2012 -0.6751 -0.771
H -6.6592 -0.4098 -0.3991 0.271
H -5.8295 1.1316 -0.6811 0.257
H -5.5295 -0.2390 -1.7551 0.257
H -5.2752 -2.7947 0.4790 0.342
H -3.6131 -2.8142 1.0803 0.290
H -3.9172 -2.7344 -0.6591 0.264
H -4.7421 1.0298 2.2919 0.266
H -4.1154 -0.5131 2.8832 0.290
H -5.8011 -0.3901 2.3656 0.339
H -0.9226 -2.2595 1.0962 0.372
H 0.5809 -1.5558 0.4933 0.306
H -0.6869 -2.0551 -0.6467 0.247
H -1.4730 1.7216 2.3116 0.274
H 0.0705 0.8557 2.4162 0.329
H -1.4267 0.0575 2.9080 0.299
H -0.4479 2.2457 -0.6513 0.302
H -0.1686 0.8609 -1.7140 0.200
H 0.9188 1.1578 -0.3409 0.037
```

=====

Number 1: E_HOMO -5.17 eV, orbital gap 7.722 eV. Number 2: E_HOMO -7.76 eV, orbital gap 7.611 eV. Number 3: E_HOMO -3.84 eV, orbital gap 6.153 eV.